[1]
C3H7N3O | ωB97M-V with the def2-TZVPD basis set

Properties
HOMO level ... -7.4229 eV
2S+1 ... 1
Largest force on an atom ... 4.14 eV Å⁻¹
Relative energy (zero: lowest compared OMol25 entry of this formula, charge and spin) ... 398.22 kJ/mol
HOMO-LUMO gap ... 7.99 eV

Geometry (Å):
C -3.412 -0.220 -0.140
C 0.128 1.036 1.065
C 1.619 -0.180 -1.131
N -3.241 -1.381 0.082
N 0.029 1.288 -0.258
N 0.583 0.838 -1.286
O -3.197 0.877 -0.505
H -0.733 1.442 1.671
H 0.884 0.284 1.471
H 2.254 -0.144 -2.078
H 2.229 -0.006 -0.091
H 1.181 -1.117 -1.170
H -3.769 -2.148 0.617
H -0.667 1.989 -0.496


[2]
C48H53BrFeN5P2Si | ωB97M-V with the def2-TZVPD basis set

Properties
HOMO level (alpha / beta) ... -11.1692 / -13.0075 eV
Charge ... +2
2S+1 ... 6
Largest force on an atom ... 1.11 eV Å⁻¹
HOMO-LUMO gap (alpha / beta) ... 6.86 / 7.62 eV

Geometry (Å):
Fe 0.697 0.089 -0.681
C -1.034 -3.966 -0.754
Si -1.487 -2.165 -0.265
C -2.925 -1.624 -1.399
C -4.001 -2.489 -1.585
C -5.052 -2.156 -2.417
C -5.045 -0.946 -3.094
C -3.986 -0.075 -2.930
C -2.926 -0.415 -2.089
P -1.584 0.806 -1.868
C -2.585 2.133 -1.084
C -3.659 1.737 -0.284
C -4.443 2.674 0.361
C -4.170 4.027 0.224
C -3.092 4.429 -0.544
C -2.285 3.493 -1.165
C -1.289 1.235 -3.633
C -0.908 2.490 -4.101
C -0.622 2.682 -5.441
C -0.666 1.621 -6.329
C -1.009 0.360 -5.868
C -1.311 0.166 -4.535
C -2.050 -2.291 1.558
C -3.071 -3.159 1.929
C -3.373 -3.375 3.260
C -2.658 -2.722 4.253
C -1.649 -1.849 3.906
C -1.348 -1.638 2.564
P 0.017 -0.488 2.154
C -0.653 0.890 3.180
C -1.895 1.318 2.701
C -2.614 2.291 3.364
C -2.091 2.878 4.506
C -0.849 2.481 4.973
C -0.129 1.494 4.316
C 1.326 -1.412 3.061
C 2.272 -0.908 3.948
C 3.167 -1.764 4.573
C 3.176 -3.115 4.275
C 2.285 -3.617 3.338
C 1.367 -2.774 2.741
H -1.869 -4.628 -0.541
H -0.181 -4.328 -0.188
H -0.804 -4.052 -1.811
H -4.018 -3.440 -1.076
H -5.879 -2.839 -2.540
H -5.863 -0.691 -3.750
H -3.983 0.869 -3.455
H -3.911 0.690 -0.186
H -5.278 2.350 0.962
H -4.793 4.758 0.715
H -2.880 5.481 -0.667
H -1.443 3.842 -1.742
H -0.846 3.340 -3.442
H -0.360 3.669 -5.793
H -0.434 1.778 -7.370
H -1.045 -0.473 -6.554
H -1.602 -0.821 -4.197
H -3.635 -3.681 1.172
H -4.162 -4.060 3.529
H -2.888 -2.903 5.291
H -1.087 -1.338 4.677
H -2.308 0.850 1.815
H -3.585 2.589 2.996
H -2.654 3.633 5.034
H -0.435 2.932 5.863
H 0.818 1.193 4.734
H 2.320 0.144 4.182
H 3.861 -1.367 5.302
H 3.875 -3.773 4.769
H 2.298 -4.665 3.083
H 0.652 -3.173 2.034
N 4.579 2.547 -1.694
C 4.321 3.068 -0.313
C 4.721 2.002 0.715
C 3.590 1.231 1.398
N 2.943 0.216 0.555
C 2.577 2.232 1.943
C 1.931 3.118 0.879
N 0.774 2.414 0.295
C 2.879 3.608 -0.243
H 5.484 2.071 -1.746
H 4.581 3.300 -2.388
H 3.796 1.877 -1.991
H 5.010 3.907 -0.180
H 5.273 2.501 1.514
H 5.410 1.292 0.256
H 4.057 0.733 2.261
H 3.637 -0.223 -0.045
H 2.599 -0.519 1.174
H 3.083 2.862 2.673
H 1.780 1.697 2.457
H 1.562 4.012 1.402
H 0.367 3.011 -0.422
H 0.057 2.324 1.016
H 2.937 4.693 -0.171
H 2.396 3.378 -1.192
N 3.489 -4.967 -3.698
C 2.807 -4.075 -2.967
C 1.815 -3.257 -3.536
C 1.196 -2.312 -2.761
N 1.478 -2.099 -1.468
C 2.371 -2.920 -0.907
C 3.043 -3.903 -1.590
H 3.297 -5.079 -4.678
H 4.199 -5.542 -3.281
H 1.548 -3.366 -4.575
H 0.429 -1.677 -3.188
H 2.540 -2.780 0.154
H 3.748 -4.537 -1.075
Br 1.966 0.928 -2.553